# 1
This record from the Open Molecules 2025 dataset describes 5 unconnected molecules or ions with the total composition C34H55Cl8NO8. The level of theory is ωB97M-V with the def2-TZVPD basis set.

Results
orbital gap = 8.260 eV
SMILES string = C=CC[C@@]1(CCC(N)=O)C(=O)O[C@@](CCCCOC)(COCCOCC)[C@]1(COCC)COc1ccccc1.ClCCl.ClCCl.ClCCl.ClCCl
calculated total energy = -154193.5314 eV

Last column: Mulliken charge in e.
Cartesian coordinates (Å):
C: -1.49 -5.06 2.69  -0.578
C: -0.94 -4.33 1.69  -0.688
C: -0.25 -2.97 1.84  -0.734
C: -0.12 -2.19 0.48  2.069
C: 0.33 -2.98 -0.78  -1.699
C: 1.34 -4.15 -0.55  -0.955
C: 2.61 -3.79 0.21  0.245
N: 2.80 -4.04 1.61  -0.300
O: 3.53 -3.29 -0.42  -0.395
C: -1.66 -1.88 0.24  -0.157
O: -2.54 -2.60 -0.14  -0.638
O: -1.89 -0.53 0.51  -0.559
C: -0.75 0.12 -0.12  2.364
C: -0.92 0.03 -1.65  0.131
C: -2.24 0.59 -2.24  -1.105
C: -3.48 -0.34 -2.11  -0.268
C: -4.64 0.43 -2.80  -0.693
O: -5.12 1.35 -1.83  -0.281
C: -5.70 2.52 -2.39  -0.554
C: -0.96 1.60 0.29  -1.988
O: -0.19 2.53 -0.48  -0.226
C: 0.78 3.19 0.31  0.576
C: 0.20 4.38 1.12  -0.980
O: 0.04 3.94 2.47  -0.307
C: -1.16 4.39 3.09  -0.318
C: -1.73 3.17 3.90  -0.529
C: 0.40 -0.70 0.56  2.471
C: 0.55 -0.27 2.06  -3.143
O: 1.69 -0.88 2.65  -0.351
C: 2.10 -0.17 3.82  -0.179
C: 1.05 -0.31 4.96  -0.903
C: 1.86 -0.44 0.07  -2.224
O: 2.01 -0.23 -1.35  0.106
C: 2.71 0.90 -1.67  0.429
C: 4.01 1.11 -1.21  -0.265
C: 4.75 2.24 -1.56  -0.764
C: 4.20 3.24 -2.36  -0.761
C: 2.90 3.03 -2.83  -0.919
C: 2.18 1.88 -2.52  0.371
H: -0.87 -5.36 3.54  0.283
H: -2.55 -5.33 2.62  -0.292
H: -1.03 -4.75 0.67  0.293
H: -0.91 -2.39 2.51  0.615
H: 0.71 -3.06 2.36  0.647
H: -0.54 -3.42 -1.30  0.501
H: 0.80 -2.32 -1.53  0.345
H: 1.66 -4.49 -1.55  0.598
H: 0.90 -5.05 -0.07  0.469
H: 3.28 -3.27 2.05  0.219
H: 3.26 -4.93 1.79  0.279
H: -0.77 -0.98 -2.07  0.724
H: -0.11 0.63 -2.09  -1.134
H: -2.47 1.62 -1.91  -0.022
H: -2.07 0.67 -3.33  0.635
H: -3.79 -0.50 -1.08  0.182
H: -3.23 -1.26 -2.67  0.261
H: -4.31 0.91 -3.74  0.383
H: -5.44 -0.30 -3.05  0.369
H: -5.48 2.67 -3.45  0.314
H: -6.79 2.52 -2.19  0.286
H: -5.28 3.38 -1.81  0.071
H: -0.79 1.82 1.35  0.173
H: -2.03 1.83 0.11  0.732
H: 1.35 2.52 0.97  -0.312
H: 1.53 3.63 -0.38  0.232
H: -0.74 4.69 0.63  0.257
H: 0.91 5.23 1.05  0.434
H: -1.95 4.68 2.38  0.271
H: -0.93 5.22 3.78  0.414
H: -0.94 2.41 3.94  -0.277
H: -2.03 3.50 4.91  0.388
H: -2.60 2.78 3.35  0.249
H: -0.38 -0.41 2.64  0.890
H: 0.76 0.82 2.10  0.855
H: 2.35 0.87 3.57  0.229
H: 3.01 -0.68 4.17  0.428
H: 1.52 -0.21 5.94  0.431
H: 0.31 0.50 4.83  0.032
H: 0.51 -1.26 4.90  0.225
H: 2.19 0.49 0.57  0.682
H: 2.57 -1.21 0.38  0.355
H: 4.51 0.38 -0.57  0.452
H: 5.78 2.40 -1.22  0.380
H: 4.72 4.16 -2.64  0.389
H: 2.42 3.79 -3.47  0.397
H: 1.19 1.82 -2.98  0.413
Cl: -5.26 6.67 -1.40  -0.160
C: -4.36 6.12 -2.82  -0.411
Cl: -3.29 4.77 -2.43  -0.050
H: -5.06 5.80 -3.58  0.291
H: -3.76 6.94 -3.20  0.326
Cl: -5.11 -3.92 4.89  -0.155
C: -5.89 -4.69 3.51  -0.273
Cl: -4.76 -5.71 2.61  -0.167
H: -6.71 -5.32 3.87  0.314
H: -6.28 -3.92 2.85  0.263
Cl: 7.43 -2.89 -0.66  -0.192
C: 6.50 -3.57 -2.01  0.560
Cl: 7.50 -4.66 -2.99  -0.183
H: 5.66 -4.12 -1.62  0.041
H: 6.15 -2.76 -2.64  -0.272
Cl: 4.64 -2.31 -4.96  -0.171
C: 4.60 -0.55 -4.78  -0.358
Cl: 3.04 0.00 -4.16  -0.032
H: 5.37 -0.25 -4.08  0.180
H: 4.77 -0.09 -5.75  0.403

=====

# 2
This record from the Open Molecules 2025 dataset describes 9 unconnected molecules or ions with the total composition C33H81N13O9. The level of theory is ωB97M-V with the def2-TZVPD basis set.

Results
orbital gap = 8.807 eV
SMILES string = CC1(C)CCCC(C)(C)N1O.CC1(C)CCCC(C)(C)N1O.CC1(C)CCCC(C)(C)N1O.NC(N)=O.NC(N)=O.NC(N)=O.NC(N)=O.NC(N)=O.CO
calculated total energy = -73334.7464 eV

Last column: Mulliken charge in e.
Cartesian coordinates (Å):
C: -3.95 -3.58 -2.90  -1.535
C: -2.38 -3.54 -2.77  1.626
C: -1.84 -4.72 -1.97  -1.789
C: -1.64 -3.50 -4.08  -1.289
C: -1.75 -2.12 -4.86  -0.913
C: -1.22 -1.04 -3.95  -1.584
C: -2.00 -0.91 -2.67  2.158
C: -1.36 0.10 -1.80  -1.249
C: -3.46 -0.30 -2.86  -1.470
N: -1.92 -2.26 -2.06  0.781
O: -2.52 -2.26 -0.78  0.381
H: -4.35 -4.58 -3.11  0.443
H: -4.41 -3.26 -1.96  0.156
H: -4.30 -2.89 -3.62  0.358
H: -0.81 -4.57 -1.76  0.241
H: -2.38 -4.75 -1.02  0.247
H: -2.00 -5.63 -2.55  0.505
H: -0.59 -3.54 -3.75  0.204
H: -1.90 -4.37 -4.67  0.532
H: -1.02 -2.09 -5.69  0.490
H: -2.75 -1.90 -5.25  0.364
H: -1.35 -0.04 -4.40  0.393
H: -0.15 -1.17 -3.81  0.408
H: -0.32 -0.24 -1.46  -0.760
H: -1.91 0.41 -0.88  -0.096
H: -1.28 1.08 -2.31  0.583
H: -3.41 0.77 -2.97  0.498
H: -4.08 -0.45 -1.92  -0.015
H: -3.99 -0.67 -3.72  0.444
H: -1.77 -2.05 -0.21  -0.026
C: -0.79 4.50 -1.69  -2.474
C: -0.04 4.96 -0.42  1.755
C: 1.46 4.64 -0.65  -1.736
C: -0.30 6.43 -0.06  -1.395
C: 0.15 6.84 1.33  -0.584
C: -0.66 6.03 2.31  -1.694
C: -0.47 4.55 2.19  2.166
C: 0.95 4.07 2.68  -2.211
C: -1.46 3.85 3.08  -2.116
N: -0.64 4.19 0.78  -0.058
O: -0.49 2.77 0.57  1.977
H: -0.34 4.73 -2.61  0.557
H: -0.98 3.40 -1.71  0.560
H: -1.76 4.95 -1.76  0.669
H: 2.00 4.91 0.24  0.357
H: 1.54 3.59 -0.89  0.246
H: 1.94 5.28 -1.44  0.454
H: 0.31 7.09 -0.67  0.335
H: -1.30 6.68 -0.28  0.340
H: 1.21 6.69 1.48  0.401
H: -0.05 7.87 1.52  0.464
H: -1.71 6.13 2.07  0.432
H: -0.60 6.37 3.33  0.381
H: 0.98 4.22 3.76  0.566
H: 1.65 4.81 2.38  0.370
H: 1.18 3.12 2.33  0.464
H: -2.47 4.21 2.84  0.428
H: -1.37 4.10 4.10  0.563
H: -1.34 2.74 3.02  0.191
H: 0.41 2.47 0.58  -0.542
C: 4.01 0.73 3.45  -1.548
C: 4.81 0.72 2.12  1.092
C: 5.87 1.87 2.09  -1.739
C: 5.53 -0.58 2.02  -0.929
C: 6.13 -0.74 0.59  -0.889
C: 5.10 -0.76 -0.44  -1.040
C: 4.15 0.48 -0.46  0.983
C: 4.92 1.65 -1.04  -1.577
C: 2.85 0.28 -1.23  -0.468
N: 3.77 0.74 0.97  0.418
O: 2.97 1.95 1.13  0.433
H: 3.33 -0.10 3.23  0.315
H: 3.50 1.66 3.76  0.188
H: 4.81 0.41 4.16  0.495
H: 6.47 1.83 1.18  0.409
H: 6.53 1.83 2.97  0.485
H: 5.43 2.92 2.17  0.149
H: 6.38 -0.48 2.69  0.535
H: 4.96 -1.51 2.15  0.256
H: 6.74 -1.61 0.58  0.428
H: 6.85 0.08 0.50  0.372
H: 4.40 -1.59 -0.45  0.265
H: 5.63 -0.69 -1.43  0.396
H: 4.61 2.59 -0.61  0.196
H: 6.01 1.54 -1.04  0.446
H: 4.76 1.70 -2.12  0.564
H: 2.29 1.26 -1.17  -0.492
H: 3.08 0.07 -2.24  0.746
H: 2.38 -0.56 -0.79  -0.431
H: 3.39 2.54 0.46  -0.127
N: -3.53 2.38 0.25  0.323
C: -4.53 3.32 0.04  0.294
N: -4.02 4.61 -0.06  -0.344
O: -5.74 3.04 -0.15  -0.690
H: -3.70 1.41 0.44  -0.029
H: -2.70 2.71 0.74  -0.128
H: -4.76 5.29 -0.33  0.251
H: -3.00 4.72 -0.27  0.168
N: -5.09 -4.51 3.30  -0.507
C: -3.93 -5.19 2.84  0.612
N: -3.90 -5.40 1.50  -0.271
O: -3.14 -5.65 3.65  -0.651
H: -5.64 -3.96 2.68  0.209
H: -5.05 -4.07 4.22  0.256
H: -3.20 -6.05 1.21  0.201
H: -4.58 -5.15 0.82  0.156
N: -0.38 -4.92 2.02  -0.058
C: 0.50 -5.67 1.38  0.619
N: 0.30 -7.01 1.48  -0.557
O: 1.42 -5.22 0.63  -0.741
H: -0.43 -3.91 1.82  0.059
H: -1.12 -5.42 2.57  0.105
H: 0.97 -7.57 0.99  0.235
H: 0.05 -7.27 2.42  0.223
N: 1.48 -2.09 1.74  -0.345
C: 0.29 -1.49 1.44  0.734
N: 0.35 -0.12 1.37  0.152
O: -0.73 -2.23 1.25  -0.835
H: 2.39 -1.57 1.57  0.034
H: 1.42 -3.04 1.47  0.047
H: -0.59 0.36 1.39  -0.004
H: 1.14 0.38 1.75  -0.230
N: 1.20 -3.02 -1.51  0.668
C: 2.36 -3.02 -2.24  0.333
N: 3.33 -3.93 -1.83  -0.352
O: 2.49 -2.38 -3.25  -0.680
H: 1.09 -3.65 -0.76  -0.030
H: 0.38 -2.54 -1.80  -0.295
H: 3.06 -4.74 -1.35  0.163
H: 4.20 -4.01 -2.39  0.274
C: -5.40 -0.53 0.65  -0.784
O: -4.01 -0.63 0.51  -0.505
H: -5.91 -1.34 1.13  0.213
H: -5.58 0.33 1.33  0.277
H: -5.87 -0.33 -0.34  0.283
H: -3.78 -1.26 -0.17  0.268

=====

# 3
This record from the Open Molecules 2025 dataset describes C5H8O in the gas phase. The level of theory is ωB97M-V with the def2-TZVPD basis set.

Results
orbital gap = 9.752 eV
calculated total energy = -7357.0827 eV

Last column: natural (NBO) charge in e.
Cartesian coordinates (Å):
C: -1.50 -0.05 0.48  -0.659
C: -0.31 1.38 -0.87  0.290
C: 0.11 -0.34 0.90  -0.366
C: 1.20 -0.54 -0.16  -0.453
C: 0.98 0.67 -1.02  -0.102
O: -0.16 0.55 -1.88  -0.463
H: -1.88 0.39 1.39  0.220
H: -1.83 -1.06 0.32  0.207
H: -2.10 0.49 -0.30  0.269
H: 0.48 0.46 1.56  0.208
H: -0.06 -1.23 1.50  0.210
H: 2.23 -0.57 0.23  0.228
H: 1.08 -1.46 -0.75  0.219
H: 1.77 1.30 -1.41  0.194

=====

# 4
This record from the Open Molecules 2025 dataset describes 3 unconnected molecules or ions with the total composition C3H4N2O2. The level of theory is ωB97M-V with the def2-TZVPD basis set.

Results
orbital gap = 9.797 eV
calculated total energy = -10241.8953 eV

Last column: natural (NBO) charge in e.
Cartesian coordinates (Å):
C: 0.28 -1.35 -0.26  0.212
C: 1.46 0.40 0.31  -0.309
C: 0.00 0.87 -0.02  0.595
H: -2.32 0.25 0.39  0.484
H: 0.20 -2.48 -0.18  0.243
H: 2.70 1.48 0.13  0.256
H: 1.52 0.01 1.93  0.239
N: -0.58 -0.36 0.54  -0.228
N: 1.46 -0.94 -0.44  -0.432
O: -1.91 -0.71 -0.06  -0.557
O: -0.44 2.00 -0.33  -0.503

=====

# 5
This record from the Open Molecules 2025 dataset describes C5H4INS in the gas phase. The level of theory is ωB97M-V with the def2-TZVPD basis set.

Results
orbital gap (spin up / spin down) = 6.784 / 6.786 eV
calculated total energy = -25671.5922 eV

Last column: natural (NBO) charge in e.
Cartesian coordinates (Å):
C: 0.15 1.37 -0.83  -0.512
C: -0.96 0.96 -0.11  0.163
C: -0.39 -1.26 0.83  -0.239
C: 0.80 -1.37 0.27  -0.351
C: 1.39 0.84 -0.92  0.019
N: -1.16 -0.11 0.65  -0.480
S: 2.91 0.84 -1.29  0.202
I: 2.00 -3.06 0.32  0.147
H: 0.01 2.30 -1.39  0.246
H: -1.82 1.62 -0.16  0.209
H: -0.90 -2.00 1.46  0.188
H: -2.05 -0.12 1.15  0.409